# 1
178
Properties=species:S:1:pos:R:3:forces:R:3:lowdin_charge:R:1 method="wB97M-V/def2-TZVPD" mol_weight_g_mol=929.42 e_above_lowest_kcal_mol=0.0 gap_ha=0.327 largest_force_ev_per_a=1.889
C -5.438 -2.966 1.845 0.2 -0.2 -0.2 -0.0471
C -4.003 -2.792 2.302 0.5 -0.2 -0.1 -0.4732
C -3.002 -3.246 1.234 -0.2 -0.6 0.5 -0.0416
O -3.693 -1.425 2.586 -0.1 0.4 0.0 -0.0712
H -6.136 -2.587 2.591 -0.1 0.0 -0.1 0.0808
H -5.619 -4.028 1.660 -0.1 0.0 0.2 0.0847
H -5.595 -2.479 0.879 -0.1 0.3 0.2 0.0653
H -3.846 -3.339 3.241 0.0 -0.3 -0.2 0.1372
H -1.979 -3.153 1.596 0.0 0.4 -0.1 0.0773
H -3.159 -2.703 0.302 0.1 0.2 0.0 0.0572
H -3.118 -4.313 1.022 -0.2 0.1 0.0 0.0848
H -3.842 -1.262 3.521 -0.1 0.1 0.0 0.0910
C -1.276 1.951 -4.358 -0.2 1.1 0.1 -0.0570
C -2.572 1.865 -5.160 0.9 -1.2 0.2 -0.4650
C -2.336 2.184 -6.631 -0.2 -0.1 0.3 -0.0521
O -2.960 0.480 -5.057 -0.3 -0.1 0.1 -0.0962
H -0.935 2.989 -4.453 0.3 -0.1 0.0 0.0821
H -0.498 1.277 -4.717 -0.1 -0.1 -0.1 0.0704
H -1.412 1.809 -3.284 -0.2 -0.3 -0.1 0.0702
H -3.331 2.491 -4.684 -0.1 0.1 -0.2 0.1311
H -1.592 2.969 -6.755 -0.3 0.3 -0.1 0.0783
H -3.298 2.417 -7.090 0.2 0.3 -0.3 0.0803
H -1.931 1.298 -7.123 0.0 -0.1 0.1 0.0786
H -3.581 0.251 -5.757 -0.1 0.2 0.1 0.0869
C 7.851 1.484 -2.700 0.9 0.0 0.8 -0.0674
C 7.498 0.012 -2.537 -0.7 0.4 0.0 -0.4433
C 6.055 -0.113 -2.035 0.2 0.2 0.4 -0.2032
O 5.856 0.640 -0.846 0.1 -0.2 0.1 -0.1848
C 4.549 0.453 -0.341 0.2 0.5 0.3 -0.1057
N 7.708 -0.718 -3.773 -0.4 -0.5 -0.7 0.0306
H 7.260 2.061 -3.412 -0.2 -0.3 -0.2 0.0759
H 8.909 1.562 -2.959 -0.1 0.0 -0.3 0.0750
H 7.759 1.964 -1.723 -0.2 0.1 -0.1 0.0721
H 8.156 -0.412 -1.775 0.0 0.0 0.0 0.1406
H 5.820 -1.158 -1.808 -0.1 -0.1 -0.3 0.1072
H 5.374 0.288 -2.800 -0.1 -0.3 -0.1 0.1131
H 4.405 -0.483 0.209 0.2 -0.4 -0.5 0.0918
H 3.843 0.555 -1.169 -0.3 -0.1 0.2 0.0663
H 4.365 1.226 0.405 0.0 0.3 -0.2 0.0753
H 7.389 -1.698 -3.724 0.3 0.4 0.4 0.0204
H 7.125 -0.337 -4.518 0.2 0.3 0.1 0.0647
C -1.020 -1.746 -1.806 -0.7 0.5 0.1 -0.0297
C 0.277 -0.976 -1.612 -0.1 -0.6 -0.3 -0.3830
C 0.650 -0.850 -0.139 0.6 0.2 0.1 -0.1908
O -0.419 -0.241 0.549 -0.4 0.5 0.0 -0.2170
C -0.234 -0.222 1.942 0.8 -0.6 0.4 -0.1068
N 1.368 -1.647 -2.347 0.1 0.4 -0.5 0.0620
H -1.397 -1.652 -2.827 0.3 -0.2 -0.1 0.0771
H -1.817 -1.297 -1.207 0.1 -0.1 0.1 0.0506
H -0.953 -2.795 -1.515 0.2 0.0 -0.1 0.0867
H 0.151 0.025 -2.041 -0.2 0.2 0.3 0.1248
H 1.565 -0.245 -0.050 0.0 0.2 0.0 0.1081
H 0.938 -1.794 0.340 -0.4 -0.3 -0.3 0.1318
H -0.087 -1.255 2.281 -0.1 0.0 0.2 0.0832
H -1.059 0.214 2.501 -0.3 0.0 -0.5 0.0780
H 0.676 0.318 2.235 0.0 0.1 -0.2 0.0829
H 1.994 -0.919 -2.716 0.1 -0.5 0.6 0.0494
H 0.986 -1.992 -3.227 -0.3 -0.3 0.2 0.0528
C -3.409 5.209 5.447 0.3 0.2 0.8 -0.0601
C -2.586 5.379 4.169 -0.1 -0.1 0.5 -0.4247
C -1.665 4.194 3.973 0.2 -0.2 -0.7 -0.2282
O -0.696 4.144 5.002 -0.2 0.1 0.1 -0.1740
C 0.091 2.989 4.878 0.2 0.1 -0.5 -0.1126
N -3.396 5.631 2.978 -0.2 -0.5 0.0 0.0532
H -2.822 5.524 6.315 0.0 -0.1 0.0 0.0739
H -3.700 4.178 5.661 -0.1 -0.1 -0.3 0.0769
H -4.304 5.835 5.473 0.0 0.0 -0.3 0.0686
H -1.890 6.211 4.313 -0.2 0.2 -0.1 0.1369
H -1.165 4.290 2.999 0.1 0.1 0.0 0.1223
H -2.196 3.233 3.933 -0.3 0.0 0.1 0.1201
H 0.908 3.034 5.595 -0.1 0.0 0.2 0.0899
H 0.531 2.936 3.872 0.1 0.0 0.0 0.0738
H -0.505 2.082 5.007 0.0 -0.1 0.2 0.0780
H -3.930 4.784 2.740 0.5 0.3 0.0 0.0344
H -4.117 6.300 3.230 0.2 0.2 -0.1 0.0651
C -6.959 0.279 -3.249 -1.1 0.5 0.0 -0.0725
C -5.924 0.077 -2.153 0.3 -0.3 -1.2 -0.4208
C -5.479 -1.378 -2.132 -0.1 -0.6 0.6 -0.2116
O -6.563 -2.245 -1.830 -0.3 0.2 0.1 -0.1847
C -6.176 -3.584 -1.790 0.6 -0.7 -0.6 -0.1391
N -4.767 0.918 -2.516 -0.1 -0.2 0.8 0.0507
H -7.808 -0.409 -3.206 0.2 -0.2 0.1 0.0734
H -6.556 0.256 -4.264 0.4 -0.3 0.1 0.0718
H -7.397 1.279 -3.170 0.1 0.0 0.1 0.0731
H -6.348 0.332 -1.180 0.1 0.2 0.0 0.1326
H -4.726 -1.578 -1.355 0.3 0.4 -0.2 0.1052
H -5.051 -1.636 -3.114 0.0 0.0 0.0 0.1316
H -5.284 -3.784 -1.180 -0.1 0.3 0.4 0.0716
H -5.864 -3.957 -2.777 -0.2 0.1 -0.2 0.0878
H -6.993 -4.213 -1.447 -0.1 0.2 0.1 0.0897
H -4.218 0.351 -3.158 0.2 0.4 -0.2 0.0369
H -4.194 1.022 -1.674 0.0 -0.1 -0.2 0.0220
C 4.686 4.292 2.470 0.2 -0.2 0.3 -0.0619
C 4.365 4.973 1.158 -0.9 0.1 -0.4 -0.4355
C 2.929 4.712 0.675 -0.5 -0.8 0.1 -0.2029
O 2.753 3.383 0.204 0.5 0.0 -0.7 -0.2091
C 1.431 2.894 0.274 0.4 -0.4 1.0 -0.1038
N 4.519 6.416 1.340 0.2 0.0 0.2 0.0301
H 4.489 3.220 2.456 -0.1 0.0 -0.1 0.0741
H 4.114 4.740 3.289 -0.2 -0.1 -0.1 0.0777
H 5.732 4.416 2.753 0.0 0.1 -0.2 0.0794
H 5.022 4.610 0.363 0.2 0.1 0.1 0.1418
H 2.667 5.386 -0.149 0.1 0.2 0.1 0.1222
H 2.209 4.871 1.491 0.1 0.3 0.1 0.1244
H 1.292 2.663 1.338 -0.7 0.1 0.0 0.0797
H 1.365 1.942 -0.252 0.2 0.1 -0.2 0.0619
H 0.644 3.554 -0.096 0.2 0.3 0.0 0.0887
H 4.123 6.937 0.566 0.1 0.0 -0.1 0.0655
H 3.992 6.679 2.167 0.1 0.1 0.0 0.0690
C -0.013 -1.148 5.365 0.2 -0.6 -0.4 -0.0676
C 0.379 -1.339 6.817 0.2 0.8 1.0 -0.4429
C -0.380 -2.446 7.546 0.2 0.2 -0.5 -0.2167
O -1.715 -1.995 7.638 -0.3 -0.2 0.2 -0.1957
C -2.513 -2.843 8.448 0.3 0.4 -0.2 -0.1026
N 1.832 -1.519 6.956 0.4 0.0 0.2 0.0272
H -1.057 -0.872 5.232 0.0 0.2 0.2 0.0751
H 0.139 -2.062 4.781 0.0 -0.1 0.2 0.0821
H 0.644 -0.417 4.890 -0.1 0.3 0.1 0.0660
H 0.113 -0.434 7.378 -0.3 0.1 -0.2 0.1341
H 0.005 -2.620 8.558 0.2 0.1 0.0 0.1208
H -0.267 -3.387 6.989 -0.3 -0.1 0.0 0.1328
H -2.664 -3.789 7.924 -0.2 -0.2 0.3 0.0885
H -3.458 -2.345 8.651 -0.1 0.0 -0.3 0.0856
H -2.041 -2.992 9.425 0.1 -0.3 -0.1 0.0849
H 2.306 -0.644 6.738 -0.2 -0.1 -0.5 0.0694
H 2.080 -1.599 7.941 -0.3 -0.4 0.0 0.0673
C 4.522 -3.406 -3.580 0.3 0.2 -0.3 -0.0521
C 5.635 -3.906 -2.678 0.2 -0.1 -0.3 -0.4206
C 5.470 -5.386 -2.349 -0.4 -0.4 -0.1 -0.2163
O 6.529 -5.783 -1.516 0.0 0.3 0.2 -0.1902
C 6.436 -7.097 -1.023 1.2 0.0 0.2 -0.1103
N 6.911 -3.628 -3.349 0.3 -0.3 0.1 0.0360
H 3.561 -3.560 -3.094 -0.2 0.0 -0.4 0.0535
H 4.631 -3.870 -4.566 -0.5 -0.5 0.2 0.0855
H 4.637 -2.350 -3.838 0.1 0.1 0.5 0.0661
H 5.609 -3.362 -1.733 0.1 0.1 0.0 0.1325
H 5.452 -5.989 -3.273 0.2 0.1 -0.1 0.1331
H 4.517 -5.608 -1.847 0.0 0.3 0.0 0.1196
H 6.850 -7.798 -1.755 -0.6 -0.2 -0.2 0.0872
H 5.450 -7.369 -0.647 -0.2 0.0 -0.3 0.0884
H 7.144 -7.165 -0.193 -0.2 0.1 0.1 0.0865
H 7.703 -3.935 -2.790 -0.2 0.0 0.2 0.0882
H 6.982 -4.188 -4.196 -0.2 0.1 0.0 0.0880
C -2.597 2.919 0.408 -1.2 0.4 0.1 -0.0315
C -3.429 1.808 1.078 1.6 0.6 -0.9 -0.4085
C -4.901 2.153 1.273 0.4 -0.6 0.8 -0.1796
O -4.995 3.375 1.980 -0.1 -0.1 0.2 -0.2399
C -6.260 3.603 2.585 0.4 0.8 -0.7 -0.0865
N -3.308 0.651 0.198 -0.9 -1.1 0.6 0.0542
H -2.956 2.991 -0.624 0.3 -0.1 -0.1 0.0795
H -1.532 2.702 0.435 0.0 -0.1 0.0 0.0570
H -2.808 3.901 0.840 0.3 -0.1 0.2 0.0621
H -2.962 1.594 2.050 -0.3 0.1 0.2 0.1180
H -5.307 1.356 1.911 -0.2 -0.1 -0.2 0.1272
H -5.468 2.156 0.337 0.1 0.2 -0.1 0.1251
H -6.382 3.163 3.576 0.0 -0.5 -0.2 0.0909
H -7.028 3.331 1.860 -0.3 -0.2 0.4 0.0915
H -6.315 4.684 2.728 -0.1 0.0 0.0 0.0828
H -2.365 0.417 -0.088 0.3 0.7 0.2 0.0501
H -3.551 -0.157 0.774 -0.2 -0.1 -0.3 0.0560
C 2.565 1.833 -3.460 0.5 0.1 -0.6 -0.1185
O 2.749 0.451 -3.792 -0.3 0.3 0.0 -0.1582
H 2.349 2.405 -4.366 -0.2 0.1 0.1 0.0835
H 1.736 1.956 -2.768 0.0 -0.2 0.1 0.0672
H 3.489 2.232 -3.036 -0.1 0.1 0.2 0.0793
H 3.117 0.399 -4.677 0.1 0.0 0.0 0.0878
C -0.108 -1.815 -5.678 -0.4 -0.5 -1.5 -0.1546
O -0.264 -3.106 -5.121 0.2 0.0 1.2 -0.1230
H -1.054 -1.376 -6.006 -0.1 0.1 0.4 0.0691
H 0.386 -1.158 -4.971 0.0 -0.1 0.1 0.0536
H 0.479 -1.899 -6.599 0.4 0.3 0.1 0.0811
H -0.626 -3.755 -5.724 -0.1 0.3 -0.4 0.0783
C 1.362 -5.229 -2.092 0.5 0.8 -0.5 -0.1621
O 1.572 -4.219 -1.098 -0.8 -0.6 -0.2 -0.1645
H 1.227 -6.253 -1.749 0.2 0.2 0.8 0.0734
H 0.485 -5.023 -2.712 0.0 0.2 0.0 0.0683
H 2.256 -5.171 -2.715 -0.2 -0.6 -0.5 0.0466
H 1.459 -3.381 -1.603 0.4 0.0 0.5 0.0067

# 2
76
Properties=species:S:1:pos:R:3:forces:R:3:mulliken_spin:R:1 method="wB97M-V/def2-TZVPD" mol_weight_g_mol=817.12 gap_ha="0.204 / 0.249" multiplicity=5 largest_force_ev_per_a=0.834 total_charge=+1
Pd 0.636 -0.264 -0.119 0.1 -0.1 -0.8 0.0801
C 6.663 0.303 2.246 0.0 0.0 0.0 0.0083
C 6.728 1.436 1.439 0.0 0.0 0.0 0.0013
C 5.708 1.740 0.540 0.1 0.1 0.0 0.0191
C 4.636 0.875 0.492 -0.1 0.1 -0.2 0.0077
C 3.388 0.915 -0.290 0.0 -0.3 0.1 0.0837
N 3.092 1.835 -1.155 -0.2 0.1 -0.1 0.0362
C 1.821 2.060 -1.490 0.0 0.1 0.1 0.1619
C 1.331 2.887 -2.575 0.2 0.0 0.0 0.0916
C 1.980 3.524 -3.624 0.1 0.0 0.0 0.0065
C 1.208 4.276 -4.493 -0.1 0.0 0.0 0.0729
C -0.178 4.408 -4.309 0.0 0.0 0.0 -0.0238
C -0.829 3.793 -3.256 0.0 0.1 0.0 0.1128
C -0.059 3.015 -2.392 -0.1 -0.1 0.1 -0.0067
C -0.346 2.258 -1.219 0.0 0.2 0.1 0.3140
N -2.597 1.521 -0.795 -0.2 0.0 -0.1 0.1217
C -2.544 0.175 -0.823 -0.1 0.0 0.0 0.0749
N -1.449 -0.572 -0.630 0.0 -0.1 0.3 -0.0439
C -1.861 -1.910 -0.810 -0.1 -0.1 0.0 0.2719
N -1.224 -3.030 -0.619 0.1 0.1 0.0 -0.1305
C -0.035 -3.189 -0.079 -0.1 0.0 0.1 0.2494
N 0.800 -2.191 0.389 0.1 0.1 -0.2 -0.0520
C 1.917 -2.757 0.870 -0.1 0.0 0.1 0.1511
N 3.014 -2.138 1.347 -0.1 -0.2 0.0 0.0118
C 3.321 -0.953 0.942 0.1 0.3 -0.2 0.0253
N 2.629 -0.189 0.020 0.1 0.2 0.4 0.0278
C 4.574 -0.255 1.292 -0.2 -0.2 0.0 0.0294
C 5.579 -0.571 2.178 0.1 -0.1 0.1 0.0174
C 1.801 -4.205 0.794 0.2 0.1 0.0 0.0524
C 2.673 -5.215 1.163 0.0 0.0 0.1 0.0222
C 2.279 -6.518 0.896 0.0 0.0 0.0 0.0409
C 1.054 -6.791 0.279 0.0 0.0 0.0 -0.0135
C 0.187 -5.773 -0.093 -0.1 -0.1 0.0 0.0809
C 0.586 -4.474 0.172 -0.1 0.1 -0.1 0.0368
C -3.268 -1.942 -1.180 0.2 -0.1 0.0 -0.0212
C -4.090 -3.018 -1.457 -0.1 -0.1 0.0 0.0632
C -5.433 -2.756 -1.678 0.0 0.0 0.0 -0.0128
C -5.930 -1.455 -1.586 0.0 0.0 0.0 0.0381
C -5.096 -0.381 -1.308 0.0 0.0 0.0 0.0127
C -3.737 -0.640 -1.134 0.0 0.3 0.0 0.0205
N 0.758 1.679 -0.716 0.0 -0.2 -0.3 -0.0314
H 7.471 0.098 2.937 0.0 0.0 0.0 0.0005
H 7.585 2.092 1.514 0.0 0.0 0.0 0.0004
H 5.750 2.617 -0.093 0.0 0.0 0.0 0.0004
H 3.053 3.438 -3.748 -0.1 0.0 0.0 0.0033
H 1.680 4.779 -5.326 0.0 0.0 0.0 0.0038
H -0.746 5.012 -5.005 0.0 0.0 0.0 -0.0004
H -1.896 3.913 -3.113 0.0 0.0 0.0 0.0124
H 5.522 -1.458 2.797 0.0 0.0 0.0 0.0014
H 3.617 -4.992 1.644 0.0 0.0 0.0 0.0036
H 2.930 -7.339 1.169 0.0 0.0 0.0 0.0027
H 0.776 -7.820 0.089 0.0 0.0 0.0 0.0003
H -0.762 -5.983 -0.569 0.0 0.0 0.0 0.0072
H -3.688 -4.022 -1.485 0.0 0.0 0.0 0.0064
H -6.111 -3.569 -1.905 0.0 0.0 0.0 -0.0001
H -6.989 -1.278 -1.721 0.0 0.0 0.0 0.0012
H -5.522 0.602 -1.197 0.0 0.0 0.0 0.0084
N -1.888 3.729 4.077 0.0 -0.1 -0.1 -0.0328
C -2.176 3.465 2.996 0.0 0.0 -0.2 -0.0066
C -2.488 3.113 1.625 -0.2 0.1 0.2 -0.0943
C -3.808 3.340 1.164 0.0 0.0 0.0 0.4779
C -4.302 3.093 -0.140 0.0 0.1 0.2 -0.1005
C -3.776 2.275 -1.073 0.2 -0.2 -0.1 0.3271
N -1.482 2.251 -0.407 0.0 0.0 0.1 0.1523
C -1.408 2.705 0.893 0.2 0.0 -0.1 0.3026
H -4.474 3.827 1.861 0.0 0.0 0.0 0.0166
H -5.229 3.586 -0.411 0.0 0.0 0.0 0.0008
H -4.215 2.134 -2.051 0.1 0.0 0.0 -0.0082
H -0.406 2.797 1.288 0.0 0.0 0.0 0.0126
O 0.649 0.202 2.264 -0.5 0.2 0.4 0.6305
N -0.560 0.269 2.531 0.7 -0.3 0.3 0.2820
C -1.036 0.311 3.728 -0.5 0.1 0.1 -0.0129
C -2.474 0.324 3.848 0.3 0.1 0.0 0.0277
N -3.620 0.334 3.907 0.1 0.0 0.0 -0.0212
C -0.185 0.327 4.888 -0.1 0.0 -0.1 0.0061
N 0.520 0.316 5.795 0.0 0.0 -0.1 -0.0202